{
  "formula": "C3H8N3",
  "method": "ωB97M-V/def2-TZVPD",
  "symbols": ["C", "C", "C", "N", "N", "N", "H", "H", "H", "H", "H", "H", "H", "H"],
  "xyz": [[-1.053, -1.254, 0.918], [0.759, -0.769, -0.439], [0.002, 1.730, -0.092], [0.186, -1.052, 0.817], [-1.093, 1.012, -0.670], [0.182, 0.703, -0.972], [-1.811, -1.268, 0.172], [-1.405, -1.093, 2.016], [1.825, -0.678, -0.515], [0.391, -1.460, -1.276], [0.225, 2.688, -0.508], [0.485, 1.632, 0.829], [0.843, -0.906, 1.676], [0.465, 0.716, -1.956]],
  "lumo_energy_ev": -5.0,
  "homo_lumo_gap_ev": 7.908,
  "charge": 1,
  "largest_force_ha_per_bohr": 0.10977
}

=====

{
  "formula": "C3H8N3",
  "method": "ωB97M-V/def2-TZVPD",
  "symbols": ["C", "C", "C", "N", "N", "N", "H", "H", "H", "H", "H", "H", "H", "H"],
  "xyz": [[1.247, 1.058, -0.297], [1.375, -0.149, 0.463], [-0.806, 0.406, -0.932], [0.197, 1.194, -0.976], [-1.922, 0.686, -0.383], [0.117, -0.817, 0.343], [2.032, 1.761, -0.248], [2.121, -0.615, -0.091], [1.714, -0.141, 1.544], [-0.874, -0.187, -1.898], [-2.770, 0.150, -0.536], [-2.015, 1.532, 0.248], [0.117, -1.828, 0.175], [-0.372, -0.525, 1.162]],
  "lumo_energy_ev": -3.4,
  "homo_lumo_gap_ev": 11.437,
  "charge": 1,
  "largest_force_ha_per_bohr": 0.10805
}

=====

{
  "formula": "C3H8N3",
  "method": "ωB97M-V/def2-TZVPD",
  "symbols": ["C", "C", "C", "N", "N", "N", "H", "H", "H", "H", "H", "H", "H", "H"],
  "xyz": [[1.357, 0.057, -0.290], [-2.463, -0.417, -0.257], [2.504, -0.155, 0.654], [0.311, 0.802, -0.041], [-2.999, -0.455, -1.285], [-1.767, -0.002, 0.670], [1.504, -0.454, -1.236], [2.697, -1.121, 1.120], [3.480, -0.156, 0.066], [2.509, 0.701, 1.294], [-0.230, 0.966, -1.010], [-3.890, -0.638, -1.644], [-2.175, 0.800, 1.137], [-0.837, 0.070, 0.824]],
  "lumo_energy_ev": -4.4,
  "homo_lumo_gap_ev": 10.267,
  "charge": 1,
  "largest_force_ha_per_bohr": 0.11289
}